Record 1
The following is a DFT calculation (ωB97M-V/def2-TZVPD) of an isolated molecule of C3H10N2S.

Highest occupied orbital energy in Eh: -0.3265
SMILES: NC[C@H](N)CS
ΔE to the lowest compared entry with this formula, charge and spin in eV: 0.815
Calculated total energy in eV: -17087.78962

```
! RIJCOSX wB97M-V def2-TZVPD def2/J DEFGRID3
* xyz 0 1
N -1.98139 1.38838 0.21481
C -0.66762 0.99898 0.72394
C -0.01183 -0.04620 -0.13575
N -0.69311 -1.39484 0.00721
C 1.50387 -0.15841 0.08201
S 2.39614 -1.45971 -0.96749
H -2.80476 0.90319 0.49714
H -2.03225 1.58047 -0.76839
H -0.83651 0.73737 1.77219
H 0.13523 1.80689 0.70346
H -0.29653 0.12986 -1.13353
H -0.30129 -2.00104 -0.67941
H -0.55028 -1.96052 0.79117
H 1.63909 -0.49701 1.14939
H 2.04534 0.78848 -0.17219
H 2.45591 -0.81590 -2.08454
*
```

Now the Mulliken charges, all in e:
1 N -0.537
2 C -0.516
3 C 0.356
4 N -0.670
5 C -0.862
6 S -0.216
7 H 0.219
8 H 0.208
9 H 0.320
10 H 0.259
11 H 0.188
12 H 0.219
13 H 0.229
14 H 0.325
15 H 0.363
16 H 0.115

=====

Record 2
The following is a DFT calculation (ωB97M-V/def2-TZVPD) of a cluster of 2 separate species, C3H10N3 in total.

Highest occupied orbital energy in Eh: -0.5244
ΔE to the lowest compared entry with this formula, charge and spin in eV: 4.855
Calculated total energy in eV: -7733.40987

```
! RIJCOSX wB97M-V def2-TZVPD def2/J DEFGRID3
* xyz 1 1
C 1.09116 -3.03715 -0.41432
C -0.91161 0.98859 -0.75327
C -0.11258 2.34786 1.19069
N -0.01216 -2.48897 -0.29587
N 0.55480 0.12582 0.79498
N -0.17791 1.08280 0.49203
H 2.00951 -2.54925 0.04626
H -0.47297 0.54242 -1.69742
H -1.77710 0.36620 -0.48030
H -1.17937 2.05041 -1.09230
H -1.12223 2.76963 1.59072
H 0.61506 2.35429 1.97316
H 0.33004 3.03834 0.29875
H 0.69704 -0.58130 0.00624
H 1.23561 -3.93536 -0.94800
H -0.76728 -3.07434 -0.71135
*
```

Now the Mulliken charges, all in e:
1 C -0.225
2 C -0.723
3 C -0.727
4 N -0.497
5 N -0.516
6 N 0.648
7 H 0.226
8 H 0.340
9 H 0.339
10 H 0.306
11 H 0.293
12 H 0.347
13 H 0.346
14 H 0.280
15 H 0.310
16 H 0.251

=====

Record 3
The following is a DFT calculation (ωB97M-V/def2-TZVPD) of a cluster of 2 separate species, C3H10N3O in total.

Highest occupied orbital energy (spin up / spin down) in Eh: -0.4758 / -0.4748
ΔE to the lowest compared entry with this formula, charge and spin in eV: 6.698
Calculated total energy in eV: -9779.60205

```
! RIJCOSX wB97M-V def2-TZVPD def2/J DEFGRID3
* xyz 1 1
C -1.43715 1.20368 -0.91196
C -0.27186 -1.98075 0.49211
C 2.70417 -0.45669 1.64496
N -0.16531 0.99800 -0.83516
N 0.71662 -0.94073 0.73559
N -2.05245 2.12072 -1.67305
O 1.77153 -1.27610 1.45102
H 0.17945 -2.67124 -0.34277
H -0.52733 -2.59903 1.33906
H -1.15214 -1.44032 -0.12743
H 3.55944 -0.85122 2.12349
H 2.74381 0.52760 1.37933
H -2.16667 0.64949 -0.31165
H 0.27265 -0.04001 0.06200
H 0.42712 1.74979 -1.19581
H -1.63305 2.77166 -2.27405
H -2.96882 2.23516 -1.55571
*
```

Now the Mulliken charges, all in e:
1 C 0.229
2 C -0.571
3 C -0.083
4 N -0.563
5 N -0.151
6 N -0.309
7 O -0.122
8 H 0.286
9 H 0.337
10 H 0.069
11 H 0.282
12 H 0.294
13 H 0.211
14 H 0.530
15 H 0.170
16 H 0.197
17 H 0.193

=====

Record 4
The following is a DFT calculation (ωB97M-V/def2-TZVPD) of a cluster of 2 separate species, C3H10N3O2 in total.

Highest occupied orbital energy in Eh: -0.4821
ΔE to the lowest compared entry with this formula, charge and spin in eV: 2.376
Calculated total energy in eV: -11831.85924

```
! RIJCOSX wB97M-V def2-TZVPD def2/J DEFGRID3
* xyz 1 1
C -1.94654 1.32613 0.05032
C -1.76108 0.30300 -0.83591
N -0.57535 0.14228 -1.63492
N -3.04841 1.37656 0.90682
H -1.21619 2.13601 0.11104
H -2.51350 -0.45437 -1.05758
H -0.06279 1.03043 -1.70733
H 0.10194 -0.55839 -1.17688
H -0.81509 -0.16564 -2.58834
H -3.47366 0.46934 0.97579
H -2.86055 1.74202 1.82319
N 1.49756 -1.43517 -0.66387
C 1.89067 -0.61504 0.45504
O 1.35774 -1.00049 1.62636
O 2.69693 0.28466 0.33063
H 1.48894 -2.40713 -0.36973
H 2.20378 -1.31816 -1.38531
H 0.49481 -1.41767 1.44618
*
```

Now the Mulliken charges, all in e:
1 C -0.097
2 C -0.379
3 N -0.232
4 N -0.512
5 H 0.295
6 H 0.317
7 H 0.390
8 H 0.431
9 H 0.392
10 H 0.246
11 H 0.279
12 N -0.703
13 C 0.618
14 O -0.423
15 O -0.481
16 H 0.243
17 H 0.278
18 H 0.337

=====

Record 5
The following is a DFT calculation (ωB97M-V/def2-TZVPD) of the ion C3H10N3O2 with charge +1.

Highest occupied orbital energy (spin up / spin down) in Eh: -0.4810 / -0.4810
SMILES: C[NH2+]N[C@H](N=O)OC
ΔE to the lowest compared entry with this formula, charge and spin in eV: 7.878
Calculated total energy in eV: -11826.35714

```
! RIJCOSX wB97M-V def2-TZVPD def2/J DEFGRID3
* xyz 1 1
C -0.24719 1.13921 2.34810
N 0.54749 0.75874 1.14013
N 0.17569 -0.61838 0.88614
C 0.24540 -0.89058 -0.59234
N 1.73233 -0.68139 -0.82758
O 2.50921 -1.59295 -0.94354
O -0.44309 0.05128 -1.32503
C -1.29870 -0.15843 -2.47147
H -1.22075 1.14583 2.05619
H -0.12665 0.39168 3.00486
H -0.01598 2.23122 2.58770
H 0.31471 1.17835 0.26429
H 1.52909 0.82911 1.51658
H 0.68125 -1.28472 1.32285
H 0.00462 -1.95828 -0.83914
H -1.76436 0.79329 -2.58858
H -1.94985 -0.93064 -2.14126
H -0.67324 -0.40334 -3.39790
*
```

Now the Mulliken charges, all in e:
1 C -0.891
2 N 0.018
3 N -0.367
4 C 0.018
5 N 0.129
6 O -0.316
7 O -0.420
8 C -0.665
9 H 0.400
10 H 0.414
11 H 0.326
12 H 0.359
13 H 0.388
14 H 0.235
15 H 0.486
16 H 0.250
17 H 0.362
18 H 0.273

=====

Record 6
The following is a DFT calculation (ωB97M-V/def2-TZVPD) of the ion C3H10N3S with charge +1.

Highest occupied orbital energy in Eh: -0.5215
SMILES: CS[N@H+]1CNCN1
ΔE to the lowest compared entry with this formula, charge and spin in eV: 3.926
Calculated total energy in eV: -18568.94690

```
! RIJCOSX wB97M-V def2-TZVPD def2/J DEFGRID3
* xyz 1 1
C -2.50372 0.54861 -0.09709
S -1.70992 -1.00583 -0.50087
N -0.12499 -0.29967 0.52837
C 1.03810 -1.22631 0.54910
N 1.71748 -0.94409 -0.65057
C 1.72940 0.58411 -0.62971
N 0.39833 0.84864 -0.18207
H -3.48287 0.83847 -0.55924
H -1.78494 1.33220 -0.36231
H -2.65276 0.66120 0.95130
H -0.70059 -0.15941 1.34001
H 0.49722 -2.24024 0.57630
H 1.63507 -1.01297 1.45403
H 1.10361 -1.43542 -1.27595
H 2.49519 0.78800 0.11141
H 1.97288 0.99442 -1.60518
H 0.37253 1.72830 0.35245
*
```

Now the Mulliken charges, all in e:
1 C -0.834
2 S 0.150
3 N -0.179
4 C -0.555
5 N -0.373
6 C -0.388
7 N -0.243
8 H 0.379
9 H 0.357
10 H 0.319
11 H 0.406
12 H 0.337
13 H 0.318
14 H 0.368
15 H 0.311
16 H 0.341
17 H 0.285

=====

Record 7
The following is a DFT calculation (ωB97M-V/def2-TZVPD) of a structure of composition C3H10N4.

Highest occupied orbital energy in Eh: -0.3246
ΔE to the lowest compared entry with this formula, charge and spin in eV: 4.090
Calculated total energy in eV: -9229.49428

```
! RIJCOSX wB97M-V def2-TZVPD def2/J DEFGRID3
* xyz 0 1
C 0.91085 -0.25708 1.09289
C -0.62606 1.01142 -2.43694
C -0.03820 0.12601 -0.08641
N -1.35401 -0.00683 -0.06353
N 0.40375 0.37946 2.28545
N 1.04648 -1.70285 1.20405
N 0.61312 0.57807 -1.09480
H 1.89820 0.14985 0.87674
H -1.33409 0.54740 -1.36500
H -1.76860 -0.30305 0.81199
H 1.05013 0.22607 3.05106
H 1.56482 -2.07929 0.41735
H -0.49246 -0.00349 2.56291
H 0.13613 -2.15259 1.21628
H 0.22807 0.89912 -3.10071
H -0.83195 2.07185 -2.33114
H -1.40621 0.51593 -3.04020
*
```

Now the Mulliken charges, all in e:
1 C -0.354
2 C -1.105
3 C 0.594
4 N -0.587
5 N -0.576
6 N -0.604
7 N -0.534
8 H 0.377
9 H 0.526
10 H 0.146
11 H 0.259
12 H 0.272
13 H 0.231
14 H 0.272
15 H 0.381
16 H 0.346
17 H 0.358

=====

Record 8
The following is a DFT calculation (ωB97M-V/def2-TZVPD) of the ion C3H10N4 with charge +2.

Highest occupied orbital energy in Eh: -0.7086
SMILES: N/C=N/C(=[NH2+])C[NH3+]
ΔE to the lowest compared entry with this formula, charge and spin in eV: 0.583
Calculated total energy in eV: -9216.32211

```
! RIJCOSX wB97M-V def2-TZVPD def2/J DEFGRID3
* xyz 2 1
N -0.49042 -1.00969 2.64127
C -0.43152 -1.27994 1.34787
N -0.21123 -0.34984 0.47610
C -0.50387 -0.00831 -0.67607
N -1.60486 -0.20614 -1.32051
C 0.52443 0.88605 -1.34510
N 1.69385 1.12028 -0.46450
H -0.81186 -1.76343 3.34059
H -0.86838 -0.12385 2.72022
H -0.30942 -2.31577 1.05656
H -1.72543 0.17363 -2.28472
H -2.18998 -0.95066 -1.04721
H 0.26354 1.85796 -1.72587
H 0.91010 0.40610 -2.21804
H 1.93751 0.21029 0.07239
H 1.37267 1.71445 0.36835
H 2.44489 1.63887 -0.94135
*
```

Now the Mulliken charges, all in e:
1 N -0.313
2 C -0.001
3 N -0.347
4 C 0.579
5 N -0.319
6 C -0.816
7 N -0.374
8 H 0.349
9 H 0.276
10 H 0.428
11 H 0.290
12 H 0.251
13 H 0.436
14 H 0.444
15 H 0.368
16 H 0.398
17 H 0.351

=====

Record 9
The following is a DFT calculation (ωB97M-V/def2-TZVPD) of the ion C3H10N4 with charge +2.

Highest occupied orbital energy in Eh: -0.7435
SMILES: C[N+](C=[NH2+])=C(N)N
ΔE to the lowest compared entry with this formula, charge and spin in eV: 0.478
Calculated total energy in eV: -9216.42728

```
! RIJCOSX wB97M-V def2-TZVPD def2/J DEFGRID3
* xyz 2 1
C 0.70487 -1.45740 -0.40032
N 0.05085 -0.17534 0.08905
C -0.46208 0.07133 1.33542
N -0.47433 -0.72560 2.32716
C -0.15791 0.88644 -0.83267
N 0.87176 1.25190 -1.57111
N -1.30699 1.53459 -0.90765
H 0.24468 -2.26906 0.04956
H 1.70153 -1.58347 -0.18295
H 0.64049 -1.63927 -1.55003
H -1.07266 0.90971 1.46643
H -1.04742 -0.49532 3.17102
H -0.05549 -1.67168 2.47934
H 0.86619 1.81064 -2.35603
H 1.83634 1.02969 -1.38723
H -1.38147 2.35485 -1.45631
H -2.12252 1.18496 -0.43635
*
```

Now the Mulliken charges, all in e:
1 C -1.047
2 N 0.013
3 C 0.028
4 N -0.251
5 C 0.616
6 N -0.315
7 N -0.341
8 H 0.480
9 H 0.450
10 H 0.338
11 H 0.463
12 H 0.311
13 H 0.282
14 H 0.207
15 H 0.261
16 H 0.244
17 H 0.260

=====

Record 10
The following is a DFT calculation (ωB97M-V/def2-TZVPD) of a structure of composition C3H10N5.

Highest occupied orbital energy (spin up / spin down) in Eh: -0.4740 / -0.4739
ΔE to the lowest compared entry with this formula, charge and spin in eV: 6.939
Calculated total energy in eV: -10710.48348

```
! RIJCOSX wB97M-V def2-TZVPD def2/J DEFGRID3
* xyz 1 1
C -0.21797 0.25854 -0.47229
C 1.03731 0.53390 -1.29809
C 0.17613 -1.95249 0.47177
N -0.81615 2.50940 -0.47860
N -0.62690 -0.13908 1.66286
N -0.98703 1.14746 1.42444
N 0.33698 -0.53113 0.64128
N -0.76111 1.42143 0.14260
H -1.28482 -0.45478 -0.91786
H 1.86478 1.11577 -0.77505
H 0.77307 0.95020 -2.32504
H 1.33710 -0.51041 -1.65419
H 0.86415 -2.28772 -0.35851
H 0.37446 -2.58708 1.33937
H -0.81215 -2.16653 -0.02981
H -1.06105 3.47372 -0.11764
H -0.31263 -0.28052 2.64478
H -1.34941 1.76811 2.15911
*
```

Now the Mulliken charges, all in e:
1 C 0.085
2 C -1.082
3 C -0.746
4 N -0.928
5 N -0.276
6 N -0.247
7 N -0.050
8 N 1.093
9 H 0.383
10 H 0.315
11 H 0.383
12 H 0.301
13 H 0.289
14 H 0.318
15 H 0.325
16 H 0.302
17 H 0.290
18 H 0.245